(1)
An isolated molecule of C4H6O2, computed with wB97M-V/def2-TZVPD.

Output
Highest occupied orbital energy (spin up / spin down): -0.2364 / -0.2524 Eh
Multiplicity: 1
DFT total energy: -8336.5726 eV
Total charge: 0
Energy relative to the best compared isomer or geometry (same formula, charge and spin): 375.2 kJ/mol

Structure (XYZ):
```
12
C4H6O2 (wB97M-V/def2-TZVPD)
O 0.5584 0.6175 -1.2641
C -0.4465 -0.1853 -1.6114
O -1.0317 -0.9466 -0.7741
C -0.6310 -1.1535 0.5148
C 0.5187 1.0023 0.1237
C 0.4699 -0.2606 0.9900
H -0.7655 -0.2004 -2.6417
H -1.4968 -1.3895 1.1204
H 1.4154 1.6038 0.2760
H -0.3651 1.6267 0.2902
H 1.4621 -0.7331 0.9378
H 0.3121 0.0187 2.0385
```



(2)
C21H27AlFO6 as an isolated structure, computed with wB97M-V/def2-TZVPD.

Output
Highest occupied orbital energy: -0.1763 Eh
Multiplicity: 1
DFT total energy: -43812.8620 eV
Total charge: -1

Structure (XYZ):
```
56
C21H27AlFO6 (wB97M-V/def2-TZVPD)
C -0.7822 -1.9906 2.7494
C 0.0350 -2.4677 1.5465
O 1.3988 -2.7718 1.8606
C 2.2753 -1.6924 1.7049
O 2.9124 -1.5916 0.6759
C 2.3804 -0.7978 2.9087
C 3.0533 0.5526 2.6502
C 2.2680 1.7257 3.2996
Al 1.1084 2.6666 1.8922
C 0.4549 1.1407 0.6730
C -0.9042 1.3194 0.0230
C -0.9289 2.4331 -1.0187
F -1.8808 1.5905 1.0029
H -1.7599 -2.4628 2.7543
H -0.9242 -0.9116 2.7363
H -0.2353 -2.2470 3.6531
H -0.3939 -3.4099 1.2050
H -0.0274 -1.7760 0.7075
H 1.3744 -0.6303 3.2877
H 2.9320 -1.3764 3.6508
H 3.1710 0.7227 1.5832
H 4.0461 0.5225 3.1023
H 1.6404 1.3614 4.1179
H 2.9981 2.4215 3.7146
H 2.0824 3.6415 1.0296
H -0.0988 3.5100 2.5505
H 1.1958 0.8661 -0.0783
H 0.3567 0.2725 1.3414
H -1.2016 0.3739 -0.4511
H -1.2762 3.3585 -0.5735
H -1.5845 2.1532 -1.8457
H 0.0691 2.6085 -1.4135
C 2.0847 -7.0042 -1.7741
C 3.2866 -6.6961 -2.2501
C 4.0260 -5.5036 -1.7589
O 5.1229 -5.2322 -2.2019
C 3.3749 -4.6717 -0.7193
C 2.1713 -4.9794 -0.2383
C 1.4356 -6.1688 -0.7301
O 0.3383 -6.4614 -0.2995
H 1.5259 -7.8665 -2.1166
H 3.7816 -7.2884 -3.0098
H 3.9234 -3.8026 -0.3804
H 1.6784 -4.3808 0.5278
C -3.7411 6.0904 -3.3166
C -4.8356 6.0310 -4.0701
C -5.8886 5.0149 -3.8210
O -6.8856 4.9627 -4.5117
C -5.6754 4.0682 -2.6998
C -4.5818 4.1257 -1.9438
C -3.5284 5.1435 -2.1912
O -2.5379 5.1919 -1.5018
H -2.9595 6.8215 -3.4801
H -5.0127 6.7110 -4.8938
H -6.4558 3.3356 -2.5379
H -4.4016 3.4444 -1.1211
```



no.,F_max (eV/Å)
1,0.51
2,1.54